A structure of composition C20H20BrN2O3Pd in a non-equilibrium geometry. Source: the OMol25 dataset; level of theory: ωB97M-V/def2-TZVPD.

Calculated values
gap between HOMO and LUMO: 6.49 eV
HOMO: -10.59 eV
strongest force on any atom: 3.05 eV/Å
charge: +1

The geometry in XYZ format:
```
47
Properties=species:S:1:pos:R:3:nbo_charge:R:1
Pd -0.57 -0.08 -0.65 0.981
Br -0.46 5.77 3.85 0.085
C -0.54 4.52 2.43 -0.147
C -0.33 4.96 1.12 -0.143
C -0.42 4.05 0.09 -0.282
C -0.67 2.68 0.32 0.415
O -0.76 1.90 -0.70 -0.697
C -0.81 2.21 1.69 -0.188
C -0.91 0.86 2.08 0.191
N -0.86 -0.21 1.28 -0.483
C -0.75 -1.49 1.74 0.118
C -0.70 -1.91 3.08 -0.204
C -0.56 -3.26 3.39 -0.181
C -0.51 -4.23 2.41 -0.163
C -0.52 -3.87 1.05 -0.100
C -0.40 -4.78 -0.02 -0.082
C -0.34 -4.30 -1.32 -0.261
C -0.43 -2.93 -1.55 0.094
N -0.57 -2.05 -0.56 -0.451
C -0.63 -2.49 0.72 0.220
C -0.80 3.19 2.71 -0.161
H -0.13 6.00 0.91 0.243
H -0.31 4.38 -0.93 0.231
H -0.97 0.69 3.15 0.202
H -0.73 -1.20 3.89 0.223
H -0.48 -3.54 4.42 0.236
H -0.40 -5.27 2.67 0.231
H -0.34 -5.83 0.18 0.238
H -0.23 -4.97 -2.15 0.245
H -0.40 -2.53 -2.56 0.225
H -0.99 2.89 3.73 0.228
C -1.24 0.58 -3.54 -0.260
O -0.14 0.02 -2.82 -0.556
C 1.10 0.66 -3.10 -0.104
C 2.20 -0.03 -2.28 -0.089
O 1.99 0.05 -0.88 -0.567
C 2.50 1.24 -0.29 -0.259
H -1.06 0.49 -4.61 0.194
H -1.37 1.64 -3.28 0.206
H -2.13 0.01 -3.25 0.208
H 1.04 1.73 -2.84 0.199
H 1.34 0.56 -4.16 0.202
H 3.18 0.39 -2.55 0.198
H 2.20 -1.10 -2.52 0.199
H 3.59 1.28 -0.42 0.187
H 2.26 1.18 0.77 0.202
H 2.05 2.14 -0.72 0.178
```